[1]
Below is an isolated molecule of C3H3N3O2 in a non-equilibrium geometry, with properties calculated with wB97M-V/def2-TZVPD.

The geometry in XYZ format:
```
11
Properties=species:S:1:pos:R:3:forces:R:3
H 2.794115 0.341617 1.314689 -2.5943 1.2876 -0.7208
N 1.795606 0.834040 1.270618 1.5056 -1.9273 -2.2225
C 0.991418 0.437962 0.309354 0.5036 0.9489 5.0449
N 0.938488 -0.543380 -0.621759 2.9859 -1.6139 -2.3241
C -0.390892 -0.951598 -0.914949 1.2362 1.6002 0.0974
N -0.946215 -1.718066 -1.713230 0.7151 -1.3599 -0.8283
H -0.334871 -2.335276 -2.313046 -0.7103 1.1781 1.0970
O -1.143048 -0.099453 -0.120526 -2.8030 -2.9480 -2.0081
C -0.475887 0.709435 0.614859 -0.3663 4.9936 2.3417
O -1.054263 1.554618 1.310550 2.2288 -2.4513 -1.6068
H 1.856247 -0.830613 -1.126834 -2.7013 0.2919 1.1295
```
Positions in Å, forces in eV/Å.

Calculated values
Energy above the lowest of the compared OMol25 structures with the same formula, charge and spin = 56.5 kcal per mole
Charge = 0
HOMO level = -10.3 eV
Gap between HOMO and LUMO = 0.3709 Ha
Molecular weight = 113.08 u
LUMO level = -0.0081 Ha


[2]
Below is a cluster of 2 separate species, C3H3N3O3 in total in a non-equilibrium geometry, with properties calculated with wB97M-V/def2-TZVPD.

The geometry in XYZ format:
```
12
Properties=species:S:1:pos:R:3:forces:R:3
O 2.552739 -0.729399 0.170881 -0.6159 0.4536 -0.9296
C 1.746903 -0.388439 -0.601985 1.4448 -1.0027 2.0478
N 0.994914 0.072560 -1.419277 0.2638 0.7502 -0.3572
N -0.208881 -0.255033 -1.863601 -0.5916 0.3571 -1.6197
N -0.894527 -1.066357 -1.254067 -1.2950 -1.7414 2.3797
O -1.996996 -1.527738 -1.533602 1.3091 0.6282 0.2288
O -0.338374 -1.529083 0.101370 -0.8907 0.2148 -1.5150
H -1.115158 -2.031514 0.430095 0.3908 0.2031 -0.3445
C 0.121269 2.352186 1.612030 -1.2838 -0.0365 0.0407
C -0.499060 1.361371 1.351326 1.3944 2.2167 0.5582
H 0.172055 3.335813 1.912357 0.7999 1.5749 0.4139
H -0.534885 0.405633 1.094473 -0.9258 -3.6182 -0.9030
```
Positions in Å, forces in eV/Å.

Calculated values
Energy above the lowest of the compared OMol25 structures with the same formula, charge and spin = 217.7 kcal per mole
Charge = 0
HOMO level = -10.2 eV
Gap between HOMO and LUMO = 0.3721 Ha
Molecular weight = 129.07 u
LUMO level = -0.0029 Ha


[3]
Below is an isolated molecule of C3H3N3OS in a non-equilibrium geometry, with properties calculated with wB97M-V/def2-TZVPD.

The geometry in XYZ format:
```
11
Properties=species:S:1:pos:R:3:forces:R:3
S 0.257204 0.990757 2.163386 -0.2309 0.0936 -0.2956
N 1.515519 0.624340 1.086138 0.2636 0.5963 2.4580
C 1.318594 0.145676 -0.035471 -1.5196 -1.2909 -2.9070
C 0.006749 -0.181254 -0.758669 2.8872 -0.8091 0.7390
C -1.295178 -0.226857 -0.290749 -1.4954 1.1809 0.0249
N -2.027451 -0.672030 -1.266758 -1.8141 -0.4733 1.2620
O -1.223209 -1.057730 -2.215573 0.2951 -0.3398 -1.5726
N 0.043665 -0.781737 -1.938396 0.8884 0.8855 0.8472
H 1.003552 1.192780 3.254507 0.2716 0.0307 -0.1751
H 2.184253 -0.197692 -0.592955 0.1555 0.2962 -0.1804
H -1.783698 0.163747 0.594541 0.2987 -0.1701 -0.2004
```
Positions in Å, forces in eV/Å.

Calculated values
Energy above the lowest of the compared OMol25 structures with the same formula, charge and spin = 102.0 kcal per mole
Charge = 0
HOMO level = -9.7 eV
Gap between HOMO and LUMO = 0.3591 Ha
Molecular weight = 129.14 u
LUMO level = 0.0040 Ha


[4]
Below is a structure of composition C3H3N3OS in a non-equilibrium geometry, with properties calculated with wB97M-V/def2-TZVPD.

The geometry in XYZ format:
```
11
Properties=species:S:1:pos:R:3:forces:R:3
C -1.716609 1.551314 -0.004907 0.1590 -0.3459 -0.4076
C 1.262159 0.508892 1.021630 2.8527 0.9816 -0.5458
C -0.794757 0.449449 -0.348744 1.2405 -0.2945 3.4043
N -2.423524 2.415350 0.251455 -0.1017 0.1116 0.1063
N 0.077146 0.302913 1.272611 -1.7759 -0.8070 -1.1306
N 0.187830 0.728447 -1.251855 2.7015 -1.4817 -3.6173
O -1.342121 -0.772837 -0.571222 -0.9470 -0.5415 1.1660
S 1.755705 1.187711 -0.558321 -1.6744 -0.3975 -0.7569
H 2.268548 0.462205 1.566855 -1.9383 -0.2525 0.3145
H 0.380768 -0.111768 -1.989397 -0.9170 2.4852 2.6918
H -1.689777 -1.120266 0.297467 0.4005 0.5423 -1.2248
```
Positions in Å, forces in eV/Å.

Calculated values
Energy above the lowest of the compared OMol25 structures with the same formula, charge and spin = 86.1 kcal per mole
Charge = 0
HOMO level = -9.5 eV
Gap between HOMO and LUMO = 0.3481 Ha
Molecular weight = 129.14 u
LUMO level = 0.0004 Ha


Q: Look up the LUMO level of the second one.
A: -0.0029 Ha


Q: Which value of molecular weight does entry 1 give?
A: 113.08 u